2 unconnected molecules or ions with the total composition C2H3N2O2 in a non-equilibrium geometry, computed with ωB97M-V with the def2-TZVPD basis set.

Element x y z (Å)
C -1.063 0.165 0.024
C 2.517 -0.179 -0.293
N -0.456 0.887 -0.642
N -1.844 -0.523 0.731
O 1.891 -0.345 -1.246
O 3.139 -0.010 0.652
H 0.090 1.466 -1.219
H -2.702 -0.800 0.273
H -1.572 -0.660 1.720

Force components x, y, z for each atom (eV/Å):
1.588 2.589 -2.083
0.531 -0.125 0.018
-1.393 -1.473 1.509
-0.132 -0.866 1.511
-0.726 -0.149 -1.037
0.513 0.187 1.014
0.726 0.517 -0.744
-0.312 -0.405 0.581
-0.796 -0.276 -0.769

Results
strongest force on any atom: 3.68 eV Å⁻¹
net charge: +1
energy above the lowest of the compared OMol25 structures with the same formula, charge and spin: 4.7 kcal per mole
HOMO-LUMO gap: 12.061 eV
electronic energy: -337.73066 Ha

natural (NBO) atomic charge list, values in e, 6 entries: atom 1 (C): 0.7676, atom 2 (C): 1.0159, atom 3 (N): -0.4439, atom 4 (N): -0.7837, atom 5 (O): -0.5462, atom 6 (O): -0.4669